Version P
Molecular formula: C17H22N4O5
Method: DFT, wB97M-V/def2-TZVPD

Structure (XYZ):
```
48
Properties=species:S:1:pos:R:3
O 2.587 1.951 0.733
O 1.747 -2.720 -1.862
O -4.968 0.855 -2.766
O -2.854 0.278 -3.288
O -1.983 0.752 0.576
N 1.411 0.504 5.117
N 0.651 0.818 0.983
N 3.300 1.483 3.334
N -1.838 1.953 -1.340
C -3.253 1.946 -1.588
C 2.078 1.155 2.924
C 2.293 -1.535 -2.404
C 1.139 0.668 3.828
C 0.510 -0.141 -1.302
C -5.465 -2.567 -2.724
C 1.811 1.347 1.445
C 2.634 0.826 5.527
C -5.457 -1.458 -3.172
C 2.004 -0.386 -1.462
C 3.569 1.320 4.617
C 2.956 0.640 6.977
C -3.632 0.920 -2.637
C 1.957 -3.831 -2.700
C -1.309 1.229 -0.320
C -5.451 -0.106 -3.721
C 0.199 1.040 -0.371
H 3.026 -4.016 -2.856
H 0.129 0.412 3.530
H 1.482 -3.688 -3.678
H -6.464 0.215 -3.956
H 0.027 -1.035 -0.902
H 1.850 -1.342 -3.393
H 0.056 0.050 -2.280
H 3.976 0.949 7.201
H -4.837 -0.068 -4.620
H -3.599 2.925 -1.924
H 2.835 -0.407 7.254
H -1.227 2.214 -2.096
H 4.567 1.588 4.946
H -3.769 1.712 -0.658
H 3.376 -1.652 -2.544
H -5.465 -3.551 -2.321
H 2.267 1.221 7.590
H 0.693 1.942 -0.741
H 1.514 -4.698 -2.214
H -0.024 0.381 1.590
H 2.496 0.514 -1.839
H 2.456 -0.603 -0.493
```

Calculated values
LUMO level in eV: 0.38
HOMO-LUMO gap in eV: 9.9

***

Version Q
Molecular formula: C17H22N4O5
Method: DFT, wB97M-V/def2-TZVPD

Structure (XYZ):
```
48
Properties=species:S:1:pos:R:3
O -0.625 0.715 3.594
O -2.439 3.825 0.633
O -0.528 -2.445 -2.919
O -0.146 1.244 1.459
O -2.681 2.091 -3.987
N -2.531 1.302 -1.851
N -0.259 -0.277 -3.249
N -2.976 1.581 1.004
N 4.446 -1.481 3.953
C -2.911 2.580 -1.305
C 4.106 -1.276 1.507
C 2.614 -0.165 -0.144
C -3.289 0.316 0.308
C 3.068 -1.321 0.464
C 2.533 -2.525 0.031
C -0.989 1.108 2.501
C -2.431 0.127 -0.969
C -2.758 2.713 0.209
C 3.432 -1.267 2.899
C 1.135 -1.428 -1.596
C 1.729 -0.205 -1.198
C -2.317 1.188 -3.236
C -2.482 1.471 2.370
C 0.083 -1.433 -2.611
C 1.568 -2.629 -0.969
C -1.587 -0.041 -3.850
H 5.026 -0.671 4.025
H -4.339 0.342 -0.005
H -3.164 -0.567 0.983
H -2.222 -0.912 -3.755
H -3.950 2.763 -1.561
H -1.494 0.165 -4.912
H 4.766 -0.384 1.431
H 0.728 0.919 1.753
H 0.309 0.508 -2.983
H 4.012 -1.694 4.839
H 4.729 -2.148 1.396
H -2.317 3.405 -1.733
H -2.576 2.437 2.865
H 1.415 0.724 -1.612
H 2.948 -0.292 3.077
H 1.128 -3.613 -1.221
H 2.646 -1.998 2.962
H -2.815 -0.750 -1.494
H 2.895 -3.427 0.509
H 2.991 0.791 0.184
H -3.083 0.759 2.934
H -1.398 -0.124 -0.729
```

Calculated values
LUMO level in eV: 0.13
HOMO-LUMO gap in eV: 9.6

***

What should be chosen as the least stable of them? Choose version P.

***

Version P
Molecular formula: CH3NSi
Method: DFT, wB97M-V/def2-TZVPD

Structure (XYZ):
```
6
Properties=species:S:1:pos:R:3
Si -0.559 -0.207 0.034
N 2.459 0.262 -0.085
C 1.315 0.148 -0.049
H -1.256 -0.711 1.232
H -1.038 -1.121 -0.971
H -0.921 1.629 -0.160
```

Calculated values
LUMO level in eV: 0.22
HOMO-LUMO gap in eV: 11.4

***

Version Q
Molecular formula: CH3NSi
Method: DFT, wB97M-V/def2-TZVPD

Structure (XYZ):
```
6
Properties=species:S:1:pos:R:3
Si 0.182 0.279 -0.574
N -0.160 -1.013 2.293
C 0.050 -0.643 1.079
H -0.626 1.493 -0.077
H 1.288 0.664 -1.397
H -0.736 -0.780 -1.324
```

Calculated values
LUMO level in eV: 0.19
HOMO-LUMO gap in eV: 11.4

***

What should be chosen as the least stable of them? Choose version Q.

***

Version P
Molecular formula: C4H8ClF2N
Method: DFT, wB97M-V/def2-TZVPD

Structure (XYZ):
```
16
Properties=species:S:1:pos:R:3
Cl -0.835 -0.420 -2.985
F 1.342 1.164 -0.228
F 0.927 -0.753 0.846
N 0.366 -2.348 -1.683
C 0.505 -1.050 -2.086
C -0.843 0.869 0.726
C 0.388 0.227 0.072
C -0.474 1.508 2.018
H -1.322 1.946 2.466
H -0.186 0.846 2.894
H 1.542 -0.609 -2.323
H -0.939 1.687 0.090
H 0.383 2.135 1.984
H -0.520 -2.575 -1.389
H 1.222 -2.698 -1.303
H -1.555 0.069 0.902
```

Calculated values
LUMO level (alpha / beta) in eV: 0.89 / 0.80
HOMO-LUMO gap (alpha / beta) in eV: 8.6 / 7.9

***

Version Q
Molecular formula: C4H8ClF2N
Method: DFT, wB97M-V/def2-TZVPD

Structure (XYZ):
```
16
Properties=species:S:1:pos:R:3
Cl 0.280 1.787 -0.547
F 2.049 0.120 0.296
F 0.538 0.515 1.759
N -1.489 -0.383 -0.321
C -2.317 -1.096 -1.180
C 0.235 -2.085 0.441
C 0.713 0.362 0.420
C -0.155 -0.752 -0.261
H -0.505 -2.978 0.460
H 0.109 -0.879 -1.302
H -3.142 0.291 -1.770
H -2.051 -0.422 0.513
H 0.422 -1.614 1.484
H -3.240 -2.215 -0.550
H -1.397 -1.916 -2.361
H 1.320 -2.252 0.057
```

Calculated values
LUMO level in eV: -0.29
HOMO-LUMO gap in eV: 8.6

***

What should be chosen as the least stable of them? Choose version Q.

***

Version P
Molecular formula: C34H83Cl4N5
Method: DFT, wB97M-V/def2-TZVPD

Structure (XYZ):
```
126
Properties=species:S:1:pos:R:3
Cl -0.938 -2.174 5.907
Cl 3.261 -1.459 6.152
Cl 0.260 4.902 1.465
Cl -1.533 6.153 -2.253
N 5.149 2.860 1.905
N -6.435 -0.853 4.631
N -0.414 1.251 0.384
N -0.261 0.907 -7.186
N 1.602 -4.247 -2.344
C 5.678 1.724 2.704
C -7.228 -3.046 3.420
C 0.117 5.083 -0.255
C -2.535 1.356 -6.033
C -7.609 -0.122 6.807
C -1.268 5.687 -0.533
C -0.591 1.280 -8.504
C -1.647 1.096 1.195
C -4.305 -0.084 3.791
C 4.711 0.969 3.399
C -5.586 -0.454 3.623
C 1.580 0.475 -5.488
C 0.867 0.288 2.107
C 1.454 -6.516 -3.408
C -2.838 1.352 0.387
C 3.956 4.436 3.587
C 0.853 0.508 -1.846
C -0.246 0.535 -9.596
C 2.587 -3.663 -3.144
C -1.379 0.335 -6.445
C 1.260 -3.569 -1.005
C 6.552 2.464 -0.083
C -0.178 -3.683 -0.641
C -6.416 -2.329 4.622
C 0.737 -2.331 6.463
C 1.544 -1.121 5.978
C -0.248 0.281 -0.700
C -6.277 -0.192 5.935
C 0.780 1.274 1.205
C 0.965 0.131 -6.875
C 3.924 3.646 2.186
C 5.137 2.356 0.535
C 3.719 -3.215 -2.506
C 1.851 -5.739 -2.200
H 4.443 2.925 -0.099
H 2.108 1.372 -5.534
H -3.930 0.680 3.186
H -7.538 0.529 7.739
H -5.502 -2.939 4.749
H -1.815 -0.497 -7.045
H 1.834 -3.871 -0.132
H 1.815 1.676 0.632
H 4.941 1.394 0.411
H -1.045 0.093 -9.946
H 1.584 -0.388 6.655
H 0.488 0.417 -4.954
H -2.020 5.123 -0.402
H -2.790 2.309 -0.211
H 0.717 -0.089 -2.648
H 0.345 -6.346 -3.640
H -3.629 0.171 4.555
H 0.810 1.526 -2.388
H -6.610 -3.065 2.335
H -3.165 0.692 -5.472
H 3.071 -5.831 -1.960
H 0.659 -0.947 -7.005
H 0.748 -2.177 7.581
H 0.160 4.139 -0.780
H -0.332 -2.963 0.292
H 1.172 -3.334 6.163
H 0.062 1.946 -8.367
H 6.659 2.043 -1.094
H 5.061 0.376 4.314
H 1.766 0.305 -1.434
H 0.204 -0.027 2.661
H 1.257 -7.464 -3.021
H -1.853 0.167 1.630
H -1.122 -0.200 -5.525
H 4.476 -4.021 -2.480
H 0.681 2.116 1.620
H -1.293 2.021 -8.462
H 4.562 5.311 3.530
H -3.692 -0.973 3.604
H -5.524 -0.460 6.613
H -6.121 0.632 3.421
H 3.668 -2.928 -1.371
H 1.072 -5.826 -1.387
H 2.380 -0.221 -5.307
H -6.200 0.971 5.708
H -0.987 0.374 -1.377
H -3.199 1.492 -6.943
H -5.791 -0.797 2.477
H -0.134 -0.756 -0.353
H 4.516 0.253 2.581
H 2.981 3.053 2.384
H 6.359 1.093 2.499
H -0.578 -3.208 -1.410
H -3.899 1.284 0.738
H 1.696 -0.419 1.921
H 1.418 -2.465 -1.082
H 3.785 1.350 3.821
H -1.943 2.171 -5.562
H 2.161 -2.790 -3.485
H 3.279 5.130 3.733
H -0.594 -4.729 -0.560
H 0.862 5.834 -0.429
H 7.019 3.404 -0.035
H 0.122 1.234 -10.385
H -7.613 -3.806 3.796
H -3.030 0.552 -0.263
H 2.254 -6.419 -3.988
H 6.064 2.213 3.577
H 1.797 0.016 -7.479
H 2.502 -3.993 -4.066
H -1.539 6.574 0.023
H -6.799 -2.791 5.588
H -7.989 -2.453 3.526
H 7.020 1.623 0.302
H 3.625 4.067 1.298
H 4.106 4.005 4.584
H 4.071 -2.396 -3.175
H -7.821 -0.934 7.433
H 1.394 0.564 2.981
H -1.711 1.748 2.045
H -8.297 0.083 6.104
H 1.287 -0.824 4.932
H 0.419 -0.240 -9.877
```

Calculated values
LUMO level in eV: 0.51
HOMO-LUMO gap in eV: 8.4

***

Version Q
Molecular formula: C34H83Cl4N5
Method: DFT, wB97M-V/def2-TZVPD

Structure (XYZ):
```
126
Properties=species:S:1:pos:R:3
Cl -1.135 3.184 0.996
Cl -0.216 -1.364 1.341
Cl 2.531 0.333 2.022
Cl -3.057 4.282 -1.307
N -0.660 1.676 -3.244
N -1.732 -4.246 -2.205
N 6.532 2.575 -1.844
N -4.262 -0.530 0.856
N -0.316 -0.249 6.557
C -1.581 -5.572 -2.805
C 0.297 0.089 0.514
C 7.571 2.960 0.201
C 4.131 2.217 -2.365
C -0.486 2.729 -2.368
C -5.242 -0.102 -0.022
C 0.785 -3.770 -2.039
C -1.386 -0.793 7.302
C 0.345 1.437 4.847
C -0.079 3.919 -3.031
C -2.006 1.572 -3.735
C -1.792 5.244 -0.595
C -2.410 0.138 2.576
C 6.970 1.204 -2.232
C -4.982 0.764 -1.069
C -3.103 0.373 1.165
C 5.084 2.402 -1.280
C 0.471 1.486 -4.280
C 7.521 3.251 -1.098
C -1.614 4.967 0.805
C -4.376 -3.052 0.405
C -2.892 0.849 -2.666
C 1.765 0.203 0.367
C 0.589 -0.028 -4.713
C -1.703 -5.029 0.096
C -0.636 -3.215 -2.428
C -3.633 -1.725 0.354
C 0.602 -1.358 6.191
C -2.436 -1.365 6.660
C 7.770 1.336 -3.482
C -0.765 0.515 5.381
C -1.646 -5.461 -4.313
C 1.438 -1.875 7.403
C -2.276 -4.144 -0.786
H 7.559 0.679 -1.557
H -2.666 -1.267 5.668
H 7.313 1.945 -4.297
H -4.841 -3.068 1.581
H 5.174 1.625 -0.375
H -1.679 1.069 5.730
H -3.920 0.667 -3.059
H 0.538 4.413 -2.326
H -0.400 0.264 -0.273
H 0.740 -4.458 -1.015
H -3.351 -1.212 7.209
H -1.149 -1.174 8.420
H 4.019 3.034 -3.073
H 4.779 3.263 -0.776
H 1.323 1.601 -3.874
H 8.353 2.142 0.183
H 6.969 4.062 -1.153
H 1.450 -3.015 -1.729
H -2.210 -0.934 2.357
H -0.780 5.317 1.211
H -2.214 0.284 0.500
H -3.115 0.041 3.481
H 8.224 3.651 -1.847
H -2.539 4.981 1.281
H 0.028 2.059 3.988
H 3.139 2.422 -1.681
H -2.664 2.495 -3.880
H -0.589 -5.227 -4.646
H -1.298 2.773 -1.471
H -0.074 -2.314 6.098
H -0.321 -0.599 -5.089
H -2.498 -0.007 -2.420
H -1.108 4.483 -2.928
H 0.534 2.035 5.699
H 4.043 1.283 -2.778
H -2.607 -5.216 0.622
H -4.352 1.698 -1.006
H 0.497 2.285 -5.147
H -0.965 -4.407 0.874
H 0.385 2.244 -1.826
H 2.221 -2.712 7.126
H 6.999 2.623 0.907
H -2.953 1.482 -1.886
H -1.922 0.132 7.648
H -3.217 -1.498 -0.746
H -5.826 1.418 -1.095
H -1.348 0.647 2.753
H 0.828 -0.847 -4.004
H 2.183 1.124 -0.312
H 1.202 1.003 4.514
H 0.478 4.143 -3.864
H -0.937 -2.287 -1.903
H -3.823 -3.954 0.382
H -1.957 -6.253 -4.712
H -3.237 -4.467 -0.925
H 1.221 -0.112 -5.470
H -2.203 6.219 -0.714
H 7.962 3.716 0.730
H -0.556 -6.002 -2.633
H 7.675 0.343 -3.811
H -0.030 1.093 1.102
H -0.554 -2.802 -3.372
H -2.153 0.899 -4.674
H -2.747 -2.089 0.831
H -0.768 5.048 -1.163
H 6.200 0.503 -2.432
H -5.058 -3.272 -0.152
H 8.827 1.668 -3.228
H -2.258 -4.757 -4.723
H 1.195 -0.879 5.271
H -3.334 1.307 1.163
H -1.211 -5.902 0.003
H 0.676 -2.489 8.111
H 2.039 -1.118 7.916
H -2.187 -6.376 -2.713
H -2.575 -2.464 6.896
H -4.748 0.205 -1.918
H -2.522 -3.251 -0.330
H -5.768 0.381 0.706
H 2.267 -0.817 0.097
H -0.979 -0.027 4.599
H 1.222 -4.357 -2.674
H -6.084 -0.908 -0.160
```

Calculated values
LUMO level in eV: 0.27
HOMO-LUMO gap in eV: 8.0

***

What should be chosen as the least stable of them? Choose version P.